(1)
Below is C37H32ClIrOP2 as an isolated structure, with properties calculated with ωB97M-V/def2-TZVPD.

Its strongest force on any atom is 0.1128 hartree/bohr. As for the charge: +3. Its spin multiplicity is 6. As for the electronic energy: -74841.9410 eV. The value obtained for the gap between HOMO and LUMO (spin up / spin down) is 4.35 / 3.61 eV. The value obtained for the LUMO energy (spin up / spin down) is -8.36 / -12.76 eV.

Cartesian coordinates (Å):
Ir: -0.211 -0.016 0.175
Cl: -2.375 0.305 1.138
P: 0.758 2.005 0.899
P: -0.897 -1.733 -1.305
C: 1.286 1.846 2.643
C: -0.426 3.394 0.958
C: 2.230 2.677 0.031
C: 0.325 -2.535 -2.432
C: -1.569 -3.118 -0.301
C: -2.323 -1.287 -2.359
C: 2.602 2.101 3.065
C: 2.919 1.993 4.419
C: 1.946 1.645 5.356
C: 0.636 1.402 4.939
C: 0.307 1.491 3.588
H: 3.370 2.395 2.354
H: 3.947 2.193 4.728
H: 2.206 1.561 6.412
H: -0.139 1.135 5.662
H: -0.713 1.282 3.262
C: 3.333 1.831 -0.200
C: 4.474 2.331 -0.827
C: 4.525 3.672 -1.217
C: 3.434 4.514 -0.990
C: 2.282 4.022 -0.379
H: 3.309 0.790 0.122
H: 5.325 1.668 -0.992
H: 5.427 4.064 -1.696
H: 3.468 5.567 -1.280
H: 1.434 4.679 -0.193
C: -0.384 4.339 1.998
C: -1.286 5.401 1.997
C: -2.234 5.526 0.978
C: -2.280 4.581 -0.047
C: -1.375 3.527 -0.071
H: 0.352 4.252 2.799
H: -1.221 6.134 2.804
H: -2.925 6.371 0.973
H: -3.009 4.654 -0.858
H: -1.413 2.810 -0.887
C: -2.924 -3.134 0.090
C: -3.432 -4.201 0.827
C: -2.586 -5.218 1.262
C: -1.226 -5.168 0.942
C: -0.708 -4.120 0.175
H: -3.609 -2.326 -0.182
H: -4.511 -4.220 1.039
H: -2.990 -6.044 1.850
H: -0.557 -5.951 1.295
H: 0.355 -4.076 -0.049
C: 1.713 -2.430 -2.189
C: 2.623 -3.027 -3.060
C: 2.185 -3.766 -4.162
C: 0.813 -3.892 -4.400
C: -0.109 -3.270 -3.556
H: 2.092 -1.880 -1.323
H: 3.690 -2.911 -2.856
H: 2.897 -4.248 -4.832
H: 0.418 -4.466 -5.241
H: -1.165 -3.365 -3.796
C: -3.151 -2.292 -2.906
C: -4.199 -1.938 -3.752
C: -4.516 -0.595 -3.973
C: -3.755 0.401 -3.352
C: -2.659 0.067 -2.559
H: -3.001 -3.345 -2.685
H: -4.749 -2.743 -4.240
H: -5.342 -0.327 -4.632
H: -3.991 1.464 -3.488
H: -2.098 0.863 -2.073
H: 1.151 0.023 -0.608
H: 0.288 0.750 -1.249
O: 0.716 -1.793 2.410
C: 0.432 -1.110 1.522

Cartesian forces (eV/Å) of the 6 atoms listed first:
Ir -1.5 2.5 -2.8
Cl 0.6 -0.2 -0.4
P 0.7 2.3 1.0
P 0.4 -1.8 -0.3
C 0.5 0.4 -1.0
C -0.3 -0.3 -0.1

Charges obtained by Mulliken population analysis, quoted in units of e: 2.039 -0.320 1.259 0.367 -0.102 0.023 0.486 0.849 0.362 0.548 -0.416 -0.634 -0.514 -0.786 0.176 0.468 0.478 0.458 0.481 0.387 -0.495 -0.696 -0.586 -0.720 -0.443 0.484 0.438 0.418 0.437 0.406 -0.139 -0.741 -0.604 -0.597 -0.228 0.490 0.447 0.430 0.438 0.150 -0.405 -0.777 -0.565 -0.750 -0.271 0.471 0.426 0.437 0.453 0.453 -0.215 -0.484 -0.749 -0.641 -0.681 0.302 0.450 0.426 0.450 0.275 -0.336 -0.634 -0.677 -0.461 -0.014 0.624 0.474 0.456 0.489 -0.078 -0.156 0.180 -0.412 0.439

(2)
Below is C20H43OP3SeTi as an isolated structure, with properties calculated with ωB97M-V/def2-TZVPD.

Its strongest force on any atom is 0.0643 hartree/bohr. As for the charge: +4. As for the electronic energy: -139768.4626 eV. The value obtained for the gap between HOMO and LUMO (spin up / spin down) is 4.63 / 4.63 eV. The value obtained for the LUMO energy (spin up / spin down) is -15.31 / -15.31 eV.

Cartesian coordinates (Å):
Ti: -0.527 0.036 0.204
P: -1.682 -1.952 0.894
P: 1.449 -0.534 2.024
P: 1.431 -0.874 -1.212
H: -2.822 2.088 -2.723
C: -3.210 1.077 -2.871
C: -2.952 0.064 -2.038
H: -2.584 0.179 -0.999
C: -3.036 -1.594 2.069
C: -0.778 -3.209 1.843
C: -2.426 -3.025 -0.352
C: 2.990 0.383 2.543
C: 0.705 -0.364 3.694
C: 2.300 -2.170 2.257
C: 1.174 -0.701 -3.000
C: 1.706 -2.701 -1.082
C: 3.266 -0.634 -1.149
H: -3.879 0.934 -3.735
H: -3.344 -0.924 -2.344
H: -3.701 -0.823 1.669
H: -2.625 -1.244 3.019
H: -3.592 -2.522 2.240
H: -0.392 -2.799 2.781
H: 0.042 -3.615 1.240
H: -1.493 -4.010 2.064
H: -3.075 -2.468 -1.028
H: -3.007 -3.779 0.196
H: -1.643 -3.525 -0.935
H: 3.510 -0.250 3.273
H: 2.727 1.321 3.041
H: 3.653 0.558 1.693
H: 1.458 -0.710 4.414
H: -0.214 -0.941 3.836
H: 0.509 0.698 3.887
H: 2.790 -2.137 3.239
H: 3.078 -2.319 1.500
H: 1.623 -3.025 2.263
H: 2.127 -0.930 -3.499
H: 0.852 0.307 -3.294
H: 0.400 -1.410 -3.312
H: 2.436 -2.905 -1.868
H: 0.793 -3.261 -1.245
H: 2.152 -2.949 -0.121
H: 3.605 -1.088 -2.098
H: 3.720 -1.201 -0.314
H: 3.606 0.406 -1.151
C: 0.889 2.768 -2.241
C: -0.240 2.499 -2.992
C: -0.134 2.426 -4.387
C: 1.151 2.634 -4.965
C: 2.254 3.056 -4.190
C: 2.138 2.991 -2.803
Se: 0.830 2.791 -0.315
H: 1.382 1.463 -0.183
H: -1.167 2.297 -2.474
H: -1.049 2.209 -4.959
H: 1.282 2.475 -6.038
H: 3.188 3.447 -4.611
H: 2.981 3.115 -2.122
C: -2.329 1.584 3.564
C: -1.808 2.036 2.256
C: -1.894 3.478 1.979
O: -1.340 1.219 1.406
H: -3.420 1.462 3.533
H: -2.134 2.351 4.329
H: -1.869 0.642 3.884
H: -1.087 3.869 1.342
H: -2.867 3.732 1.523
H: -1.875 3.999 2.951

Cartesian forces (eV/Å) of the 6 atoms listed first:
Ti 1.8 2.3 -0.4
P -1.3 -2.7 1.4
P 1.2 -0.6 2.4
P 1.8 -1.6 -1.1
H -0.7 -0.3 0.0
C 0.1 0.2 0.4

Charges obtained by Mulliken population analysis, quoted in units of e: 0.013 1.252 1.385 0.797 0.602 -0.822 0.119 -0.014 -1.255 -1.407 -1.069 -1.484 -1.391 -1.819 -0.804 -1.290 -1.320 0.356 0.217 0.424 0.260 0.560 0.396 0.383 0.606 0.334 0.521 0.376 0.553 0.492 0.352 0.575 0.378 0.421 0.647 0.663 0.392 0.538 -0.055 0.530 0.536 0.382 0.399 0.612 0.433 0.285 0.133 0.055 -0.355 -0.515 -0.744 -0.292 0.078 -0.077 -0.247 0.418 0.488 0.442 0.484 -1.117 0.841 -1.043 -0.588 0.364 0.492 0.131 0.202 0.345 0.449

(3)
Below is C15H18BF8N3PdS as an isolated structure, with properties calculated with ωB97M-V/def2-TZVPD.

Its strongest force on any atom is 0.0136 hartree/bohr. As for the charge: -2. As for the electronic energy: -57056.2842 eV. The value obtained for the gap between HOMO and LUMO is 6.34 eV. The value obtained for the LUMO energy is 4.39 eV.

Cartesian coordinates (Å):
Pd: -0.755 -0.528 -1.271
C: 1.391 -0.824 1.495
C: 1.412 0.667 1.172
N: 0.955 0.970 -0.195
C: 2.079 1.249 -1.101
C: 3.006 0.054 -1.312
C: 0.045 2.108 -0.227
C: -1.248 1.922 0.574
N: -1.744 0.565 0.414
C: -2.821 0.189 1.092
C: -3.166 -1.196 1.205
F: -2.356 -2.120 0.650
C: -4.260 -1.654 1.891
F: -4.467 -2.994 1.941
C: -5.148 -0.821 2.557
C: -4.845 0.524 2.475
F: -5.674 1.420 3.072
C: -3.756 1.014 1.792
F: -3.643 2.374 1.750
H: 1.664 -0.986 2.540
H: 2.104 -1.372 0.883
H: 0.382 -1.197 1.314
H: 2.423 1.069 1.318
H: 0.760 1.183 1.878
H: 2.653 2.112 -0.719
H: 1.650 1.541 -2.063
H: 3.489 -0.279 -0.394
H: 3.796 0.312 -2.018
H: 2.408 -0.755 -1.725
H: -0.218 2.258 -1.278
H: 0.553 3.027 0.121
H: -1.938 2.691 0.202
H: -1.081 2.158 1.636
H: -6.007 -1.195 3.090
S: 0.157 -0.734 -4.379
C: -0.458 -1.600 -2.956
C: -1.867 -1.251 -2.812
N: -2.320 -0.291 -3.756
C: -1.392 0.044 -4.564
H: -0.070 -2.603 -2.818
H: -2.633 -1.955 -2.507
H: -1.511 0.799 -5.332
F: 6.248 0.123 1.756
B: 6.488 -1.180 1.274
F: 7.359 -1.117 0.162
F: 7.087 -1.957 2.289
F: 5.266 -1.766 0.882

Cartesian forces (eV/Å) of the 6 atoms listed first:
Pd 0.0 0.6 0.4
C 0.0 0.2 -0.1
C 0.1 -0.2 0.1
N 0.1 -0.2 -0.2
C 0.2 -0.3 0.0
C -0.3 0.3 0.1

Charges obtained by Mulliken population analysis, quoted in units of e: -0.017 -1.098 -0.707 0.800 -0.682 -1.070 -1.387 -0.678 0.194 -0.068 0.262 -0.378 0.171 -0.341 -0.676 0.171 -0.350 0.417 -0.355 0.416 0.236 0.107 0.377 0.425 0.413 0.353 0.178 0.430 0.152 0.509 0.298 0.432 0.485 0.451 -0.236 -0.142 -0.637 -0.629 -0.090 0.481 0.417 0.385 -0.424 0.618 -0.415 -0.404 -0.394

Q: Which of these has the highest strongest force on any atom?
A: C37H32ClIrOP2

Q: The lowest strongest force on any atom belongs to which entry?
A: C15H18BF8N3PdS